(1)
ORCA calculation (the ωB97M-V functional and the def2-TZVPD basis) on a structure of composition C66H66ClKN8O6.

Calculated values
HOMO level, Ha: -0.0674
LUMO, eV: 3.67
Orbital gap, eV: 5.50

The geometry in ORCA input format:
```
! RIJCOSX wB97M-V def2-TZVPD def2/J DEFGRID3
* xyz -2 1
K -0.113 -0.118 0.050
C -1.178 7.666 4.809
C -0.760 6.532 3.875
C -1.410 5.225 4.325
C 0.772 6.426 3.867
C -1.291 6.850 2.472
O -2.138 7.714 2.310
N -0.789 6.108 1.435
C -1.199 6.285 0.099
C -1.609 7.565 -0.285
C -2.087 7.810 -1.557
C -2.154 6.783 -2.477
C -1.705 5.527 -2.122
C -1.205 5.229 -0.848
C -0.762 3.797 -0.696
C -1.792 2.843 -0.900
C -3.214 3.131 -0.744
C -3.859 1.951 -0.903
C -2.831 0.971 -1.224
N -1.607 1.546 -1.189
C -3.086 -0.350 -1.645
C -2.128 -1.230 -2.168
C -2.418 -2.422 -2.956
C -1.224 -2.871 -3.409
C -0.212 -2.002 -2.819
C 1.183 -2.177 -2.939
C 2.169 -1.480 -2.221
N 1.959 -0.400 -1.439
C 3.167 0.030 -1.020
C 3.393 1.257 -0.377
C 2.426 2.296 -0.227
C 2.803 3.698 -0.066
C 1.673 4.425 -0.256
C 0.595 3.464 -0.465
N 1.097 2.194 -0.423
C 4.802 1.612 -0.013
C 5.772 1.760 -0.999
C 7.075 2.124 -0.694
C 7.420 2.359 0.626
C 6.476 2.221 1.633
C 5.169 1.846 1.320
N 4.164 1.660 2.279
C 4.142 1.963 3.598
O 5.042 2.523 4.207
C 2.863 1.506 4.299
C 3.183 0.140 4.928
C 1.681 1.365 3.352
C 2.536 2.510 5.405
C 4.210 -0.891 -1.483
C 3.594 -1.796 -2.271
C 1.645 -2.938 -4.139
C 1.911 -4.295 -4.177
C 2.300 -4.914 -5.361
C 2.418 -4.162 -6.518
C 2.156 -2.796 -6.510
C 1.778 -2.179 -5.322
N 1.476 -0.814 -5.212
C 1.542 0.189 -6.122
O 1.910 0.042 -7.279
C 1.036 1.545 -5.593
C -0.420 1.657 -6.075
C 1.093 1.685 -4.065
C 1.881 2.646 -6.236
N -0.799 -1.024 -2.114
C -4.485 -0.853 -1.520
C -4.798 -1.645 -0.420
C -6.088 -2.117 -0.225
C -7.079 -1.778 -1.131
C -6.779 -0.994 -2.236
C -5.479 -0.553 -2.463
N -5.100 0.273 -3.546
C -5.348 0.385 -4.888
O -4.890 1.352 -5.475
C -6.143 -0.672 -5.678
C -5.869 -2.110 -5.230
C -5.706 -0.560 -7.144
C -7.634 -0.303 -5.606
H -0.883 7.439 5.836
H -2.256 7.815 4.770
H -0.705 8.602 4.506
H -1.096 4.985 5.334
H -1.138 4.393 3.674
H -2.498 5.323 4.312
H 1.151 6.435 4.896
H 1.214 7.276 3.341
H 1.130 5.512 3.393
H -0.204 5.306 1.616
H -1.568 8.363 0.440
H -2.413 8.808 -1.823
H -2.553 6.958 -3.468
H -1.725 4.724 -2.848
H -3.633 4.096 -0.500
H -4.919 1.755 -0.826
H -3.399 -2.824 -3.164
H -1.032 -3.727 -4.039
H 3.806 4.071 0.085
H 1.581 5.501 -0.284
H 5.484 1.597 -2.029
H 7.807 2.235 -1.485
H 8.430 2.656 0.883
H 6.742 2.397 2.660
H 3.321 1.260 1.890
H 3.449 -0.586 4.157
H 2.307 -0.233 5.463
H 4.014 0.230 5.631
H 1.751 0.486 2.705
H 1.562 2.249 2.728
H 0.774 1.234 3.934
H 3.425 2.734 5.992
H 1.763 2.101 6.060
H 2.166 3.446 4.973
H 5.263 -0.836 -1.260
H 4.040 -2.616 -2.813
H 1.805 -4.871 -3.265
H 2.510 -5.977 -5.380
H 2.723 -4.636 -7.443
H 2.240 -2.208 -7.410
H 1.159 -0.554 -4.288
H -1.047 0.913 -5.579
H -0.478 1.499 -7.153
H -0.819 2.646 -5.842
H 0.367 1.064 -3.532
H 0.867 2.718 -3.790
H 2.087 1.455 -3.675
H 1.913 2.524 -7.319
H 2.904 2.611 -5.856
H 1.456 3.623 -5.996
H -4.005 -1.883 0.279
H -6.320 -2.729 0.638
H -8.098 -2.113 -0.982
H -7.578 -0.719 -2.907
H -4.364 0.920 -3.278
H -4.799 -2.319 -5.278
H -6.380 -2.796 -5.910
H -6.206 -2.323 -4.218
H -4.668 -0.874 -7.260
H -5.782 0.469 -7.489
H -6.340 -1.198 -7.765
H -7.968 -0.123 -4.587
H -8.242 -1.102 -6.035
H -7.810 0.614 -6.172
Cl 2.637 -1.651 1.870
C 1.258 -2.620 2.453
C -0.086 -2.001 1.974
O -0.836 -2.768 1.349
O -0.266 -0.801 2.279
H 1.292 -2.618 3.541
H 1.368 -3.626 2.062
*
```


(2)
ORCA calculation (the ωB97M-V functional and the def2-TZVPD basis) on an isolated molecule of C3H7NO2.

Calculated values
Relative energy (zero: lowest compared OMol25 entry of this formula, charge and spin), kJ/mol: 141.8
HOMO level, Ha: -0.3352
LUMO, eV: 0.71
Structure (SMILES): CNCC(=O)O
Orbital gap, eV: 9.83

The geometry in ORCA input format:
```
! RIJCOSX wB97M-V def2-TZVPD def2/J DEFGRID3
* xyz 0 1
C -1.681 -0.741 -0.022
C 0.323 0.463 0.674
C 1.257 0.237 -0.488
H -1.527 -1.311 0.912
H -1.014 -1.237 -0.734
H -2.720 -0.629 -0.303
H -1.192 1.170 -0.505
H 0.323 -0.485 1.359
H 0.669 1.352 1.455
H 3.205 0.268 -0.882
N -1.103 0.580 0.284
O 2.588 0.296 -0.113
O 0.874 0.036 -1.636
*
```


(3)
ORCA calculation (the ωB97M-V functional and the def2-TZVPD basis) on an isolated molecule of CH2BrPSi.

Calculated values
Relative energy (zero: lowest compared OMol25 entry of this formula, charge and spin), kJ/mol: 241.6
HOMO level (alpha / beta), Ha: -0.3040 / -0.3371
LUMO (alpha / beta), eV: -1.80 / -1.40
Structure (SMILES): [SiH2]=P#CBr
Orbital gap (alpha / beta), eV: 6.47 / 7.78

The geometry in ORCA input format:
```
! RIJCOSX wB97M-V def2-TZVPD def2/J DEFGRID3
* xyz 0 1
C 3.334 -1.305 -0.040
Si 0.345 -0.587 -0.097
P 1.888 -2.184 -0.004
Br 3.596 0.595 0.024
H 0.239 -0.089 -1.478
H 0.296 0.691 0.792
*
```


(4)
ORCA calculation (the ωB97M-V functional and the def2-TZVPD basis) on a structure of composition C29H30BFeN8O5S3.

Calculated values
Relative energy (zero: lowest compared OMol25 entry of this formula, charge and spin), kJ/mol: 0.0
HOMO level (alpha / beta), Ha: -0.3319 / -0.3318
LUMO (alpha / beta), eV: -0.76 / -0.61
Orbital gap (alpha / beta), eV: 8.28 / 8.42

The geometry in ORCA input format:
```
! RIJCOSX wB97M-V def2-TZVPD def2/J DEFGRID3
* xyz 0 2
Fe 0.994 0.630 0.389
C 4.202 0.899 -1.409
C 3.953 -0.032 -0.271
C 4.921 -0.825 0.356
C 4.250 -1.601 1.280
C 4.772 -2.632 2.223
N 2.953 -1.275 1.207
N 2.755 -0.323 0.259
B 1.711 -1.943 1.795
N 0.705 -2.181 0.640
N 0.160 -1.133 -0.038
C -0.779 -1.620 -0.847
C -1.722 -0.769 -1.631
C -0.809 -3.014 -0.724
C 0.136 -3.326 0.229
C 0.512 -4.662 0.778
N 1.046 -0.970 2.779
N 0.354 0.084 2.271
C -0.290 0.661 3.286
C -1.246 1.790 3.128
C 0.008 -0.025 4.468
C 0.851 -1.058 4.101
C 1.455 -2.135 4.940
H 5.221 1.280 -1.355
H 4.092 0.360 -2.352
H 3.534 1.753 -1.408
H 5.977 -0.827 0.146
H 5.848 -2.735 2.091
H 4.579 -2.354 3.260
H 4.308 -3.603 2.049
H 1.989 -2.979 2.324
H -1.573 0.285 -1.422
H -1.608 -0.932 -2.703
H -2.744 -1.036 -1.358
H -1.464 -3.694 -1.241
H -0.087 -5.432 0.297
H 1.565 -4.882 0.600
H 0.340 -4.711 1.853
H -1.604 1.856 2.106
H -2.109 1.624 3.771
H -0.793 2.743 3.401
H -0.380 0.186 5.451
H 1.172 -1.988 5.980
H 1.112 -3.121 4.626
H 2.543 -2.129 4.877
O -0.085 4.243 1.690
S -0.927 3.817 0.614
O -2.343 3.749 0.810
N -0.396 2.311 0.020
C 0.081 2.474 -1.189
S 0.931 1.161 -1.831
C -0.026 3.815 -1.786
C 0.411 4.258 -3.020
C 0.294 5.612 -3.298
C -0.227 6.494 -2.356
C -0.655 6.050 -1.111
C -0.548 4.698 -0.864
H 0.856 3.571 -3.729
H 0.638 5.994 -4.249
H -0.281 7.549 -2.589
H -1.036 6.733 -0.365
O 4.663 4.652 -1.234
S 3.543 4.888 -0.365
O 2.728 6.046 -0.609
N 2.602 3.553 -0.287
C 2.621 3.025 0.906
O 1.958 2.010 1.291
C 3.469 3.742 1.906
C 3.687 3.428 3.234
C 4.527 4.258 3.965
C 5.128 5.367 3.374
C 4.906 5.677 2.037
C 4.066 4.843 1.329
H 3.206 2.565 3.677
H 4.718 4.045 5.009
H 5.778 5.999 3.966
H 5.370 6.537 1.573
*
```


(5)
ORCA calculation (the ωB97M-V functional and the def2-TZVPD basis) on a structure of composition C38H34BrClN4O2PRb.

Calculated values
Relative energy (zero: lowest compared OMol25 entry of this formula, charge and spin), kJ/mol: 71.1
HOMO level, Ha: -0.2598
LUMO, eV: 0.28
Orbital gap, eV: 7.35

The geometry in ORCA input format:
```
! RIJCOSX wB97M-V def2-TZVPD def2/J DEFGRID3
* xyz 0 1
Rb 0.075 -0.092 0.025
O -1.759 5.732 0.473
C -2.799 5.136 -0.207
C -3.984 5.821 -0.449
C -5.023 5.189 -1.118
C -4.875 3.875 -1.538
C -3.680 3.209 -1.292
C -2.630 3.822 -0.631
C -1.320 3.032 -0.431
O -1.277 1.871 -1.053
N -1.216 2.894 1.091
N -0.123 2.335 1.595
C 0.169 2.584 2.824
C 1.250 1.955 3.549
Br 2.093 0.445 2.750
C 1.681 2.291 4.769
C 1.232 3.450 5.563
C 0.988 3.288 6.928
C 0.576 4.355 7.709
C 0.413 5.612 7.143
C 0.676 5.794 5.793
C 1.085 4.724 5.010
H -1.991 6.651 0.646
H -4.091 6.848 -0.113
H -5.944 5.726 -1.306
H -5.683 3.375 -2.058
H -3.509 2.187 -1.608
H -0.490 3.719 -0.707
H -1.553 3.703 1.608
H -0.432 3.282 3.408
H 2.419 1.652 5.240
H 1.116 2.309 7.374
H 0.383 4.208 8.764
H 0.094 6.448 7.752
H 0.572 6.775 5.347
H 1.316 4.876 3.963
Cl 2.225 -0.821 -2.284
C 1.736 -1.735 -3.694
C 2.662 -1.742 -4.736
C 2.383 -2.424 -5.903
C 1.177 -3.102 -6.034
C 0.272 -3.085 -4.992
C 0.524 -2.405 -3.793
P -0.755 -2.391 -2.467
C -1.089 -4.168 -2.223
C -2.276 -4.535 -1.585
C -2.521 -5.858 -1.254
C -1.577 -6.836 -1.542
C -0.388 -6.480 -2.160
C -0.144 -5.155 -2.500
C -2.215 -1.770 -3.372
C -2.467 -0.400 -3.252
C -3.526 0.174 -3.945
C -4.350 -0.613 -4.736
C -4.116 -1.979 -4.840
C -3.051 -2.555 -4.166
H 3.592 -1.204 -4.617
H 3.105 -2.422 -6.710
H 0.942 -3.636 -6.946
H -0.669 -3.610 -5.097
H -3.013 -3.776 -1.347
H -3.451 -6.126 -0.768
H -1.769 -7.869 -1.283
H 0.355 -7.235 -2.385
H 0.787 -4.892 -2.986
H -1.851 0.236 -2.619
H -3.706 1.238 -3.853
H -5.181 -0.166 -5.267
H -4.766 -2.595 -5.449
H -2.882 -3.623 -4.240
C -2.113 -0.535 3.469
C -1.801 -1.921 3.017
N -1.111 -2.247 1.951
C -1.057 -3.623 1.926
C -1.728 -4.135 2.994
N -2.198 -3.039 3.681
H -1.742 0.176 2.733
H -1.639 -0.315 4.427
H -3.188 -0.383 3.575
H -0.555 -4.159 1.137
H -1.911 -5.143 3.319
H -2.738 -3.055 4.528
*
```


Number 1: maximum force 1.252 eV/Å. Number 2: maximum force 3.294 eV/Å. Number 3: maximum force 2.413 eV/Å. Number 4: maximum force 0.452 eV/Å. Number 5: maximum force 0.402 eV/Å.